Record 1
Entry from OMol25: 13 unconnected molecules or ions with the total composition C4H32NO14 at a distorted geometry (ωB97M-V with the def2-TZVPD basis set).

Frontier orbital gap (spin up / spin down), eV: 10.5 / 6.7
⟨S²⟩: 0.7598
E_tot, eV: -34816.91884
LUMO energy (spin up / spin down), Eh: -0.007 / -0.155
Energy above the lowest of the compared OMol25 structures with the same formula, charge and spin, eV: 3.747

Structure (ORCA input):
```
! RIJCOSX wB97M-V def2-TZVPD def2/J DEFGRID3
* xyz 0 2
C 0.01130 0.47144 1.29897
N 0.96159 0.65064 0.43571
C 1.63192 0.63329 -1.98557
C 1.21270 -0.17749 -0.67949
C 2.51271 -1.03838 -0.39813
O 3.55503 -0.26015 -0.20126
O -1.00619 -0.22952 0.96914
H 0.07326 0.83875 2.31287
H 3.49109 0.47863 0.49311
H 2.32395 1.41280 -1.62263
H 0.74330 1.30500 -2.18024
H 1.92540 0.12659 -2.86566
H 0.46679 -1.03210 -0.88496
H 2.97009 -1.43885 -1.35059
H 2.42892 -1.67450 0.54059
H 1.26869 -1.59839 2.44313
H 1.58555 -2.94092 2.85446
O 1.98077 -2.06605 2.92047
H -0.21604 -3.48111 -0.34723
H -0.34677 -4.55965 -1.48998
O 0.22711 -4.09397 -0.90074
H 2.06658 0.31897 3.49934
H 2.06261 1.63343 2.59797
O 1.77239 1.21974 3.43374
H -0.26944 1.80609 -4.23673
H 0.43461 0.58517 -3.86358
O 0.64101 1.40928 -4.26059
H -0.89506 2.18351 4.42324
H -1.85026 1.04639 3.77534
O -1.72666 1.93222 4.17352
H -2.51567 -0.78266 -3.10852
H -1.91347 0.10999 -2.03450
O -1.93940 -0.04237 -2.98787
H -0.80550 4.04077 -0.17354
H 0.63701 3.93170 -0.69102
O -0.02761 4.47596 -0.22083
H -1.67949 3.56753 1.78689
H -2.65585 2.75571 1.40698
O -2.14990 3.33457 0.95637
H -3.51071 0.41303 1.73423
H -2.05709 0.46554 2.03768
O -2.90755 0.47547 2.42409
H -0.60874 -1.81446 1.46058
H -1.22694 -3.09555 1.93348
O -0.43771 -2.75173 1.52573
H 1.34744 -0.80404 -4.55908
H 0.04113 -1.28229 -4.10228
O 0.75626 -1.51100 -4.66711
H -2.18498 -1.31120 -0.09803
H -3.49158 -2.02187 -0.71046
O -2.70664 -1.61394 -0.81697
*
```

Atom charges from the Mulliken analysis, given in e for atoms 1 to 4: atom 1 (C): -0.56, atom 2 (N): -0.01, atom 3 (C): -1.65, atom 4 (C): 1.29

=====

Record 2
Entry from OMol25: a molecular structure, C2H16MnO7 at a distorted geometry (ωB97M-V with the def2-TZVPD basis set).

Frontier orbital gap (spin up / spin down), eV: 4.7 / 4.8
⟨S²⟩: 8.7510
E_tot, eV: -47967.16235
LUMO energy (spin up / spin down), Eh: -0.398 / -0.394
Energy above the lowest of the compared OMol25 structures with the same formula, charge and spin, eV: 6.642

Structure (ORCA input):
```
! RIJCOSX wB97M-V def2-TZVPD def2/J DEFGRID3
* xyz 2 6
Mn -1.37577 -0.11679 0.97127
O -4.44512 1.09993 0.96157
H -5.03682 0.89670 1.68602
H -4.93668 1.71302 0.41501
O -2.19190 -1.00905 -1.95616
H -1.86198 -0.42918 -2.64255
H -2.64552 -1.70681 -2.42902
O -1.64914 -2.90018 2.43165
H -0.90508 -3.50094 2.47299
H -2.19627 -3.14408 3.17824
O -0.78615 1.60061 3.60841
H -0.83695 2.55646 3.60611
H -0.56646 1.37414 4.51211
O -0.25712 2.78156 -0.27894
H -0.24385 3.71495 -0.06716
H 0.43355 2.67399 -0.93286
C 3.32275 -0.28086 -2.07368
C 2.72698 -1.33952 -1.22618
O 2.21720 -0.85338 0.01019
O 2.43986 0.69082 -2.35614
H 3.57040 -0.75618 -3.02280
H 4.18648 0.21328 -1.62883
H 3.40615 -2.16033 -0.99573
H 1.85781 -1.68817 -1.78393
H 2.94203 -0.64025 0.60248
H 2.83157 1.21028 -3.06206
*
```

Atom charges from the Mulliken analysis, given in e for atoms 1 to 4: atom 1 (Mn): 1.67, atom 2 (O): -0.58, atom 3 (H): 0.32, atom 4 (H): 0.31

=====

Record 3
Entry from OMol25: a molecular structure, C45H97AsBF10N13O3 at a distorted geometry (ωB97M-V with the def2-TZVPD basis set).

Frontier orbital gap, eV: 9.7
E_tot, eV: -162391.86695
LUMO energy, Eh: -0.419

Structure (ORCA input):
```
! RIJCOSX wB97M-V def2-TZVPD def2/J DEFGRID3
* xyz 6 1
As -0.04629 -0.34439 -0.57550
F -1.73779 -0.20893 -1.10053
F -0.57678 -0.43608 1.12513
F 1.62199 -0.50199 -0.06431
F 0.41271 -0.16374 -2.24895
F -0.01555 1.39163 -0.43748
F -0.15546 -2.08825 -0.72427
C 2.66836 -4.92262 -4.76692
C 1.88517 -4.05232 -3.78928
N 0.44952 -4.10394 -4.10890
C -0.38708 -3.04327 -4.35481
C -1.64050 -3.53527 -4.55120
N -1.56949 -4.90190 -4.40942
C -0.30676 -5.21549 -4.10640
C -2.68350 -5.84296 -4.51297
H 2.64685 -4.53475 -5.78223
H 2.43114 -5.98320 -4.71151
H 3.70865 -4.86988 -4.43045
H 2.16224 -3.00024 -3.80978
H 2.08389 -4.39068 -2.77003
H 0.10775 -2.08857 -4.41935
H -2.55269 -3.05805 -4.86500
H 0.03956 -6.21798 -3.91507
H -2.48484 -6.77689 -3.99868
H -2.94241 -5.99702 -5.56008
H -3.55953 -5.35281 -4.08828
C -4.41572 -2.16970 -2.34735
C -3.64066 -3.20131 -1.54404
N -4.10768 -3.30275 -0.16664
C -3.48318 -2.65725 0.87450
C -3.87138 -3.26314 2.03936
N -4.69951 -4.29622 1.67286
C -4.88183 -4.27146 0.36531
C -5.36768 -5.24295 2.59861
H -4.32734 -1.14696 -1.97766
H -5.49603 -2.34018 -2.36581
H -4.16949 -2.11821 -3.40808
H -2.58225 -2.94233 -1.54208
H -3.73662 -4.17854 -2.01688
H -2.83291 -1.82497 0.64354
H -3.60706 -3.08248 3.06522
H -5.37340 -5.01054 -0.24818
H -5.19150 -4.86299 3.60018
H -4.91176 -6.21720 2.44582
H -6.43578 -5.25192 2.40062
C 5.64927 -4.66469 -1.30280
C 5.15142 -5.57694 -0.16079
N 3.82704 -5.12324 0.27534
C 3.49228 -3.88695 0.75643
C 2.14133 -3.75919 0.70013
N 1.64048 -4.99904 0.35259
C 2.69621 -5.77852 0.01330
C 0.24206 -5.32411 0.22116
H 6.31190 -5.15648 -2.01317
H 6.16632 -3.81390 -0.85540
H 4.87123 -4.24553 -1.94855
H 5.85492 -5.57233 0.66649
H 5.06682 -6.57373 -0.58748
H 4.18804 -3.13532 1.08817
H 1.50046 -2.92216 0.93594
H 2.53776 -6.77121 -0.37744
H -0.03017 -5.76283 -0.73455
H -0.37665 -4.45530 0.44958
H -0.12230 -5.98476 1.01317
C -2.45539 0.98913 4.03324
C -3.00624 0.64298 5.43122
N -2.01762 0.67315 6.50879
C -1.26990 -0.41173 6.91889
C -0.53857 0.00526 7.98112
N -0.80326 1.35040 8.20710
C -1.73087 1.70118 7.32941
C -0.22906 2.19168 9.26033
H -1.70455 1.77146 4.03128
H -3.32603 1.15701 3.40044
H -2.06367 0.05859 3.60799
H -3.66630 -0.21873 5.41345
H -3.65833 1.50011 5.62440
H -1.20943 -1.30452 6.32289
H 0.15829 -0.49413 8.63471
H -2.06880 2.72080 7.22550
H -0.90539 2.15517 10.11307
H -0.10528 3.22209 8.93717
H 0.73798 1.79123 9.55229
C -4.77708 1.05102 0.46685
C -3.69287 2.10693 0.20609
N -3.44850 3.01107 1.35652
C -2.31290 3.76373 1.60514
C -2.55395 4.48588 2.71696
N -3.83112 4.21689 3.14315
C -4.36169 3.31383 2.30314
C -4.58497 4.77614 4.27221
H -4.38226 0.32067 1.18122
H -4.94245 0.48636 -0.44703
H -5.70317 1.42864 0.89078
H -4.08587 2.75861 -0.57579
H -2.71373 1.70014 -0.05330
H -1.43038 3.60298 1.00082
H -1.89824 5.14339 3.26344
H -5.35931 2.91213 2.33958
H -3.96154 5.57002 4.68005
H -4.73355 4.07881 5.09625
H -5.54772 5.13661 3.92323
C 1.17144 2.42877 2.87890
N 2.63211 2.77447 2.85875
C 3.37102 1.74467 2.06696
C 2.66857 4.09760 2.12284
C 3.23375 3.06073 4.22740
C 3.00749 1.99249 5.26658
O 3.71499 0.80205 4.86482
H 0.60458 3.04949 3.56857
H 0.97357 1.38598 3.12467
H 0.85240 2.60401 1.85069
H 3.04642 0.76703 2.41148
H 4.45002 1.86677 2.09186
H 3.03574 1.86308 1.03735
H 1.85957 4.74561 2.44555
H 2.47208 3.80636 1.09226
H 3.65208 4.56122 2.13756
H 2.96432 4.05242 4.58125
H 4.28708 3.03763 3.94776
H 1.95743 1.74561 5.46627
H 3.39841 2.25728 6.25069
H 4.05510 0.40426 5.67337
C 3.26921 1.65579 -2.38204
N 4.46974 0.79114 -2.57626
C 5.55952 1.28967 -1.64134
C 4.17736 -0.61741 -2.16094
C 4.89701 0.76577 -4.03891
C 5.79988 1.93202 -4.41048
O 7.13038 1.58316 -4.07560
H 2.91717 1.78744 -1.36152
H 2.44368 1.32288 -3.00449
H 3.61684 2.64379 -2.68769
H 5.25861 1.18208 -0.60161
H 5.79674 2.32983 -1.84308
H 6.44016 0.67363 -1.80703
H 3.32458 -1.03192 -2.68874
H 4.01684 -0.68187 -1.08425
H 5.07229 -1.23056 -2.27270
H 4.04152 0.59121 -4.69217
H 5.44049 -0.17009 -4.17978
H 5.51000 2.88669 -3.95436
H 5.71520 2.09368 -5.49026
H 7.67876 2.20883 -4.57137
C -1.16616 4.90492 -4.49557
N -1.18309 3.44619 -4.14186
C -1.06494 2.55671 -5.37288
C 0.11583 3.19839 -3.36058
C -2.31666 3.08231 -3.24019
C -3.68854 3.15327 -3.86734
O -3.89614 1.99462 -4.66551
H -2.09943 5.22970 -4.95304
H -0.32578 5.17778 -5.12627
H -1.12326 5.43923 -3.54546
H -1.18858 1.51561 -5.11116
H -0.19699 2.86517 -5.95137
H -1.86652 2.96725 -5.99062
H 0.06906 3.80439 -2.46267
H 0.93270 3.40596 -4.04103
H 0.06079 2.17187 -3.00066
H -2.18861 3.76720 -2.40029
H -2.17763 2.05816 -2.88374
H -3.71209 3.99180 -4.57268
H -4.46078 3.32243 -3.11465
H -4.77905 2.05009 -5.05123
B 0.64296 5.34071 -0.53679
F -0.35831 5.70031 -1.43452
F 0.54671 3.94670 -0.23058
F 1.91833 5.56951 -1.06756
F 0.46997 6.04841 0.66956
*
```

Atom charges from the Mulliken analysis, given in e for atoms 1 to 4: atom 1 (As): 2.80, atom 2 (F): -0.55, atom 3 (F): -0.53, atom 4 (F): -0.48

=====

Record 4
Entry from OMol25: 2 unconnected molecules or ions with the total composition C36H56N2O5S at a distorted geometry (ωB97M-V with the def2-TZVPD basis set).

Frontier orbital gap, eV: 8.9
E_tot, eV: -62291.95229
LUMO energy, Eh: 0.020
SMILES: CCCCCCCCCCCCCc1c(COC)ccc2c1N(N)c1cc(C)cc(CC(=O)OC(C)=O)c1S2.CCOCC

Structure (ORCA input):
```
! RIJCOSX wB97M-V def2-TZVPD def2/J DEFGRID3
* xyz 0 1
C 2.45980 -3.19813 2.50630
C 2.77648 -4.68019 2.23554
C 3.73358 -4.80732 1.02869
C 5.16503 -4.26561 1.30249
C 5.72150 -3.48658 0.07943
C 5.45375 -1.96804 0.20601
C 5.80761 -1.18531 -1.08277
C 4.64820 -1.03715 -2.10090
C 3.79298 -2.29689 -2.33621
C 2.42629 -1.85257 -2.92159
C 1.48110 -3.03354 -3.19455
C 0.00221 -2.61216 -3.28456
C -0.69053 -2.58566 -1.88721
C -1.77345 -1.51844 -1.84982
C -3.11436 -1.74644 -2.15112
C -3.63077 -3.13933 -2.53474
O -3.13909 -4.20335 -1.74811
C -3.63519 -4.16231 -0.42978
C -4.05028 -0.72820 -2.12587
C -3.68212 0.54875 -1.75818
C -2.36872 0.76563 -1.42877
C -1.39182 -0.22147 -1.47825
N -0.02796 0.09627 -1.15674
N 0.58957 0.87171 -2.22775
C 0.09424 0.75883 0.10699
C 0.99710 0.26912 1.02071
C 1.08373 0.90022 2.25862
C 2.05684 0.32283 3.27117
C 0.30184 1.98559 2.55872
C -0.59201 2.50993 1.63432
C -1.48518 3.70401 1.92131
C -0.69631 5.01594 1.61513
O -1.27072 5.93099 1.10503
O 0.66340 5.05318 1.90332
C 1.46519 4.78472 0.77497
C 2.59082 3.77253 0.89113
O 1.24584 5.32277 -0.28267
C -0.68030 1.87589 0.40776
S -1.80866 2.38715 -0.89144
H 3.38446 -2.65050 2.73071
H 1.81869 -3.10222 3.39450
H 1.93373 -2.72726 1.66520
H 1.84237 -5.19225 1.96480
H 3.19464 -5.15526 3.13346
H 3.25353 -4.29782 0.18059
H 3.84226 -5.86723 0.76296
H 5.19950 -3.62563 2.19398
H 5.81654 -5.13627 1.45252
H 5.24430 -3.91362 -0.81185
H 6.80253 -3.64573 -0.04552
H 6.06761 -1.63347 1.05356
H 4.38988 -1.78341 0.43135
H 6.07317 -0.16338 -0.76632
H 6.71862 -1.61818 -1.52162
H 4.03463 -0.15455 -1.87024
H 5.12098 -0.80394 -3.06977
H 4.30334 -2.95242 -3.05817
H 3.55950 -2.84695 -1.41904
H 2.59892 -1.20932 -3.79386
H 1.96718 -1.23644 -2.13318
H 1.63076 -3.78995 -2.41149
H 1.75051 -3.45647 -4.17531
H -0.54295 -3.33138 -3.91519
H -0.12369 -1.61428 -3.72464
H 0.08542 -2.26048 -1.17756
H -1.02239 -3.56747 -1.55052
H -4.73066 -3.12196 -2.40552
H -3.46525 -3.32336 -3.60440
H -2.98542 -4.81281 0.17090
H -4.66113 -4.55234 -0.33222
H -3.59378 -3.16358 0.03094
H -5.08145 -0.97091 -2.37850
H -4.42047 1.34809 -1.73475
H -0.00585 0.83555 -3.05025
H 0.64044 1.84513 -1.93065
H 1.60988 -0.59202 0.76195
H 1.80436 0.62477 4.29540
H 2.06372 -0.77253 3.22182
H 3.08990 0.65242 3.09229
H 0.37459 2.44166 3.54630
H -1.85123 3.65035 2.95478
H -2.37138 3.65716 1.28646
H 3.23552 3.95529 1.75793
H 3.16217 3.75804 -0.03831
H 2.14380 2.77760 1.00564
C -4.42112 5.48599 1.39830
C -5.40925 4.39076 1.03506
O -6.46730 4.24371 1.96644
C -7.31646 5.36586 2.12047
C -8.06059 5.74404 0.85056
H -4.07320 5.38459 2.42833
H -3.55718 5.45656 0.73830
H -4.87676 6.47436 1.31091
H -4.88835 3.43044 1.02275
H -5.80569 4.54381 0.02497
H -6.75565 6.22069 2.51435
H -8.04096 5.08832 2.88732
H -7.38360 6.14190 0.09220
H -8.80853 6.50925 1.06189
H -8.55681 4.87164 0.42235
*
```

Atom charges from the Mulliken analysis, given in e for atoms 1 to 4: atom 1 (C): -0.62, atom 2 (C): -1.01, atom 3 (C): 0.20, atom 4 (C): -0.93

=====

Record 5
Entry from OMol25: a single C4H7NO2S molecule at a distorted geometry (ωB97M-V with the def2-TZVPD basis set).

Frontier orbital gap, eV: 9.9
E_tot, eV: -20680.21014
LUMO energy, Eh: 0.014
Energy above the lowest of the compared OMol25 structures with the same formula, charge and spin, eV: 2.526
SMILES: C=CC(=O)N[C@H](O)S

Structure (ORCA input):
```
! RIJCOSX wB97M-V def2-TZVPD def2/J DEFGRID3
* xyz 0 1
C -2.98278 -0.16919 -0.20630
C -1.71018 -0.03609 -0.52431
C -0.52515 -0.36332 0.32813
O -0.59977 -1.06867 1.33170
N 0.50217 0.42424 -0.07595
C 1.82781 0.23096 0.50650
O 2.50955 1.41340 0.35000
S 2.79338 -0.99874 -0.47363
H -3.80768 0.13157 -0.88311
H -3.30743 -0.51488 0.82658
H -1.44436 0.60220 -1.37292
H 0.48046 0.78873 -0.96718
H 1.85049 0.10435 1.51935
H 2.29736 1.62815 -0.51772
H 2.11614 -2.17271 0.15886
*
```

Atom charges from the Mulliken analysis, given in e for atoms 1 to 4: atom 1 (C): -0.61, atom 2 (C): -0.25, atom 3 (C): 0.72, atom 4 (O): -0.62

=====

Record 6
Entry from OMol25: a single C8H14N2O2S molecule at a distorted geometry (ωB97M-V with the def2-TZVPD basis set).

Frontier orbital gap, eV: 9.1
E_tot, eV: -26433.35075
LUMO energy, Eh: 0.026
Energy above the lowest of the compared OMol25 structures with the same formula, charge and spin, eV: 1.061
SMILES: CN1CCC/C1=N\[C@@H](CS)C(=O)O

Structure (ORCA input):
```
! RIJCOSX wB97M-V def2-TZVPD def2/J DEFGRID3
* xyz 0 1
C 2.33891 0.09190 1.63550
N 2.02462 -0.06983 0.20547
C 2.94038 0.27651 -0.91633
C 1.94690 0.65478 -2.01177
C 0.66591 -0.07092 -1.70030
C 0.71416 -0.27900 -0.24380
N -0.24268 -0.43501 0.62535
C -1.67626 -0.50430 0.19321
C -2.29427 -1.45799 1.15357
S -3.95798 -1.80966 0.54847
C -2.37857 0.89821 0.29067
O -2.37915 1.58886 -0.69632
O -2.95704 1.29589 1.45672
H 2.00472 1.07166 1.97815
H 3.43438 0.04164 1.79043
H 1.84777 -0.67249 2.23795
H 3.57878 -0.59419 -1.19014
H 3.55494 1.11501 -0.67474
H 2.33880 0.33539 -2.98714
H 1.79200 1.72423 -2.03468
H 0.71172 -1.02656 -2.20003
H -0.22592 0.48790 -2.02041
H -1.82937 -0.89342 -0.82007
H -1.73232 -2.39338 1.26201
H -2.34456 -0.96174 2.12816
H -4.62632 -0.61712 0.64204
H -3.24955 2.20361 1.34802
*
```

Atom charges from the Mulliken analysis, given in e for atoms 1 to 4: atom 1 (C): -0.97, atom 2 (N): 0.06, atom 3 (C): -0.60, atom 4 (C): -0.71